DFT (wB97M-V/def2-TZVPD) results for a structure of composition C5H10N2O at a distorted geometry.

ΔE to the lowest compared entry with this formula, charge and spin, eV: 2.5777
Spin multiplicity: 1

Last column: Löwdin charge in e.
Positions of all 18 atoms, in Å:
C -1.2953 -1.4189 0.4075  -0.065
C -1.1710 1.1095 0.2429  -0.078
C 1.3668 0.1578 -0.1157  -0.546
C -0.5890 -0.2232 -0.1908  -0.383
N 1.8934 1.3161 0.4052  0.152
C -0.0369 -0.3423 -1.5238  -0.125
O 1.9143 -0.9155 0.5474  0.042
N 1.1847 0.1178 -1.5282  0.122
H 1.9465 -1.6782 -0.0413  0.113
H 2.1124 1.3293 1.3884  0.103
H 1.5814 2.1814 0.0000  0.093
H -0.4919 -0.7914 -2.4063  0.115
H -0.9874 -2.3491 -0.0748  0.073
H -2.3860 -1.3326 0.3378  0.075
H -1.0499 -1.5154 1.4699  0.083
H -0.9780 1.3026 1.3032  0.081
H -2.2587 1.1126 0.1075  0.074
H -0.7556 1.9393 -0.3289  0.072

Atoms 1-2, force components in eV/Å:
0.2107 0.0257 0.0914
-0.2066 -0.1463 -0.2818

DFT (wB97M-V/def2-TZVPD) results for a structure of composition C40H42BBrClF4FeN9O5S at a distorted geometry.

Total energy, a.u.: -7539.0806
Spin multiplicity: 5

Last column: Löwdin spin population.
Positions of all 105 atoms, in Å:
Fe 1.3053 -0.6917 -0.6004  3.813
C 3.8578 -1.0019 -2.1520  0.001
O 2.6197 -1.6711 -1.9148  0.032
C 2.4996 -2.9549 -2.3935  0.002
C 3.4592 -3.6328 -3.1203  0.001
C 3.1206 -4.8465 -3.7022  0.000
Br 4.4302 -5.7822 -4.7063  0.000
C 1.8525 -5.3738 -3.5902  0.001
C 0.9091 -4.7261 -2.7883  0.001
C 1.2524 -3.5303 -2.1552  0.002
O 0.4757 -2.7922 -1.3418  0.026
C -0.4483 -5.2815 -2.6988  0.000
N -1.1114 -5.5607 -1.6185  0.000
C -2.3564 -5.9756 -2.0469  0.000
C -3.4875 -6.3324 -1.3196  0.000
C -4.6325 -6.6482 -2.0236  0.000
C -4.6628 -6.6400 -3.4235  0.000
C -3.5460 -6.3067 -4.1657  0.000
C -2.4067 -5.9574 -3.4543  0.000
N -1.1572 -5.5371 -3.8491  0.000
H 4.0986 -1.0218 -3.2164  0.001
H 4.6628 -1.4604 -1.5770  0.000
H 3.7158 0.0180 -1.8113  -0.001
H 4.4581 -3.2467 -3.2514  0.000
H 1.5900 -6.3004 -4.0804  0.000
H -0.5112 -2.9502 -1.4710  0.000
H -3.4694 -6.3281 -0.2387  0.000
H -5.5357 -6.9067 -1.4867  0.000
H -5.5835 -6.8891 -3.9344  0.000
H -3.5591 -6.3033 -5.2483  0.000
H -0.8817 -5.2859 -4.7815  0.000
N -0.8235 -0.0921 -7.9446  0.000
C -1.1382 -0.3223 -6.6231  0.000
C -0.1972 -0.9064 -5.7640  0.000
C -0.4955 -1.0977 -4.4306  0.000
C -1.7365 -0.7188 -3.9363  0.000
C -2.6667 -0.1135 -4.7632  0.000
C -2.3700 0.0823 -6.0995  0.000
S -2.1650 -1.1649 -2.2714  0.002
O -3.5309 -0.8236 -2.0426  0.003
O -1.8323 -2.5772 -2.1651  0.001
N -1.0461 -0.3596 -1.3956  0.022
C -1.4067 0.7128 -0.6433  0.001
N -2.5989 1.0897 -0.3628  0.001
C -2.8802 2.0005 0.6775  0.000
C -1.5885 2.6432 1.3281  0.001
C -0.4200 2.5133 0.4366  0.004
N -0.2586 1.5212 -0.3484  0.014
H -0.0477 -0.5945 -8.3367  0.000
H -1.5703 0.1198 -8.5813  0.000
H 0.7646 -1.2108 -6.1600  0.000
H 0.2255 -1.5414 -3.7545  0.000
H -3.6158 0.1913 -4.3429  0.000
H -3.0977 0.5446 -6.7547  0.000
H -3.6632 2.6971 0.3710  0.000
H -1.7321 3.6517 1.7119  0.000
H 0.3250 3.3064 0.4008  0.000
F 3.9117 -1.3098 2.2650  0.001
B 3.3709 -1.8192 1.1117  0.001
F 3.8447 -3.0486 0.7566  0.000
F 3.5299 -0.8946 0.0146  0.018
F 1.9159 -1.8520 1.2357  0.027
C 0.6093 4.9212 3.1911  0.000
C 1.6409 4.9547 4.3253  0.000
C 1.0827 5.8882 5.4144  0.000
C 2.9402 5.5842 3.8054  0.000
C 1.9180 3.5343 4.9313  0.000
O 2.6800 3.6887 6.1305  0.000
C 0.6046 2.7926 5.2892  0.000
C 0.0106 1.9705 4.1460  0.000
C -1.4496 2.0474 3.8322  0.000
C -1.7006 1.5589 2.4418  0.000
C -3.1475 1.2526 2.0176  0.000
C -4.1523 1.8825 2.9222  0.000
Cl -5.7881 1.8146 2.3713  0.000
C -3.8409 2.4383 4.0940  0.000
C -2.4639 2.4664 4.5864  0.000
C 2.9153 2.6254 4.1341  0.000
N 2.6827 2.2548 2.7465  0.000
C 2.2952 1.0643 2.2613  0.001
N 2.2054 1.1236 0.9483  0.019
C 2.5835 2.3939 0.6597  0.001
N 2.8818 3.1033 1.7183  0.001
H 0.4797 5.9315 2.7992  0.000
H -0.3618 4.5721 3.5470  0.000
H 0.9421 4.2960 2.3674  0.000
H 0.7657 6.8204 4.9475  0.000
H 1.8393 6.1364 6.1601  0.000
H 0.2093 5.4679 5.9161  0.000
H 2.7616 6.6330 3.5621  0.000
H 3.2888 5.0863 2.9057  0.000
H 3.7193 5.5401 4.5679  0.000
H 2.1590 4.1905 6.7644  0.000
H -0.1235 3.5240 5.6425  0.000
H 0.8237 2.1380 6.1344  0.000
H 0.2449 0.9117 4.3028  0.000
H 0.4849 2.2619 3.2162  0.000
H -1.0289 0.7278 2.2092  0.000
H -3.3880 0.2008 1.8462  0.000
H -4.6159 2.8590 4.7200  0.000
H -2.3031 2.8380 5.5913  0.000
H 2.9951 1.6980 4.7014  0.000
H 3.8781 3.1301 4.1895  0.000
H 2.1158 0.1880 2.8594  0.000
H 2.6427 2.7791 -0.3439  0.000

Atoms 1-2, force components in eV/Å:
-1.0563 0.0048 0.6431
0.7752 0.1084 -1.1564

DFT (wB97M-V/def2-TZVPD) results for an isolated molecule of C5H10O at a distorted geometry.

ΔE to the lowest compared entry with this formula, charge and spin, eV: 1.3267
Spin multiplicity: 1

Last column: Löwdin charge in e.
Positions of all 16 atoms, in Å:
C -1.1687 0.0703 1.7968  -0.111
C -0.5767 0.4637 0.4876  -0.136
C 0.3203 -0.2586 -0.1892  -0.379
C 0.7828 -1.6299 0.2577  -0.038
O 0.9495 0.0593 -1.3821  -0.129
C 0.5218 1.2604 -2.0096  -0.098
H -0.3419 -0.1449 2.5105  0.088
H -1.8204 -0.7901 1.7176  0.068
H -1.7726 0.8571 2.2309  0.064
H -0.8022 1.4398 0.1139  0.080
H 1.1582 -2.2142 -0.6996  0.116
H -0.1242 -2.1876 0.6582  0.087
H 1.6116 -1.5796 1.0476  0.101
H -0.5766 1.2494 -2.1229  0.093
H 1.0151 1.2622 -3.0069  0.098
H 0.8239 2.1428 -1.4104  0.097

Atoms 1-2, force components in eV/Å:
0.7946 -0.1795 0.6063
0.5939 0.2914 -0.7981

DFT (wB97M-V/def2-TZVPD) results for a cluster of 2 separate species, C9H8FNO2S in total at a distorted geometry.

ΔE to the lowest compared entry with this formula, charge and spin, eV: 1.3992
Spin multiplicity: 1

Last column: Löwdin charge in e.
Positions of all 22 atoms, in Å:
C 2.6601 -0.0817 -0.9467  -0.076
C 2.6805 -0.5105 0.4101  -0.039
C 1.4556 0.0960 -1.5921  -0.043
C 1.4431 -0.7926 1.0503  -0.075
C 0.2097 -0.0568 -0.8541  0.012
C 0.2996 -0.5371 0.4207  -0.231
C -3.6245 -0.5403 -2.0757  -0.420
C -1.0116 -0.6889 1.1555  -0.283
C -2.0909 0.0041 0.8915  -0.276
N -3.8476 0.4516 -1.1406  -0.367
O -2.5831 -1.1572 -2.1300  0.008
O 0.9132 1.6495 2.1777  -0.049
F -0.8761 -1.3121 2.3172  0.097
S -3.1924 0.9299 0.1831  1.012
H 3.4115 0.3897 -1.4924  0.082
H 3.5902 -0.5508 0.9640  0.091
H 1.5213 0.4828 -2.5831  0.093
H 1.4821 -0.9668 2.1277  0.126
H -0.7790 0.2910 -1.3573  0.129
H -4.4161 -0.5708 -2.8213  0.111
H 1.7799 1.2923 2.2517  0.000
H 0.9746 2.1787 3.0437  0.097

Atoms 1-2, force components in eV/Å:
-1.6868 -0.2835 1.8789
-1.5614 0.1289 -1.0868

DFT (wB97M-V/def2-TZVPD) results for a cluster of 9 separate species, C47H117N7O15 in total at a distorted geometry.

ΔE to the lowest compared entry with this formula, charge and spin, eV: 2.7349
Spin multiplicity: 1

Last column: Löwdin charge in e.
Positions of all 186 atoms, in Å:
C -6.1180 2.3568 3.2021  -0.019
C -4.9964 1.3643 2.8698  -0.447
C -5.3949 0.4820 1.6130  -0.019
C -3.6635 2.0526 2.4820  -0.164
C -2.9860 2.7580 3.6109  -0.163
C -2.7686 1.7148 4.7188  -0.128
C -3.9494 0.8132 5.2146  -0.435
C -3.3993 -0.4284 5.9927  -0.022
C -4.8954 1.6976 6.1458  -0.017
N -4.6209 0.4101 3.9535  -0.137
O -5.6663 -0.4384 4.2358  -0.022
H -5.6307 3.2596 3.5702  0.067
H -6.6456 2.6219 2.2858  0.075
H -6.9743 2.0046 3.7772  0.088
H -4.5321 -0.0570 1.2215  0.064
H -6.1967 -0.2405 1.7654  0.077
H -5.7172 1.1841 0.8441  0.075
H -2.9935 1.2766 2.1118  0.092
H -3.7671 2.6862 1.6011  0.117
H -2.0689 3.2530 3.2916  0.109
H -3.7203 3.4746 3.9790  0.091
H -2.5369 2.3323 5.5866  0.110
H -1.8519 1.1515 4.5438  0.103
H -4.2012 -0.8753 6.5803  0.065
H -2.4813 -0.1852 6.5277  0.083
H -3.0714 -1.2355 5.3375  0.062
H -4.9971 2.7091 5.7527  0.062
H -4.4587 1.7537 7.1430  0.077
H -5.9059 1.2981 6.2312  0.076
H -5.5313 -1.1388 3.5933  0.096
C -8.0283 -5.5252 7.8196  -0.101
O -6.7685 -5.4614 7.1574  -0.183
C -6.2350 -4.1488 7.0249  -0.237
C -4.8036 -4.1205 6.5929  -0.230
N -4.5979 -4.7566 5.3150  -0.048
C -3.1879 -5.1271 5.0259  -0.206
C -2.8475 -5.3766 3.5830  -0.202
O -3.7259 -6.3216 2.8777  -0.185
C -3.4646 -6.3623 1.4740  -0.110
H -8.8171 -5.2272 7.1289  0.084
H -8.0852 -4.9307 8.7314  0.084
H -8.2014 -6.5777 8.0443  0.086
H -6.2563 -3.6481 7.9929  0.116
H -6.8372 -3.4821 6.4077  0.125
H -4.1929 -4.6266 7.3406  0.120
H -4.5172 -3.0696 6.5515  0.096
H -5.1509 -5.5916 5.1843  0.108
H -3.0113 -6.0582 5.5644  0.116
H -2.5333 -4.3951 5.4991  0.113
H -1.7857 -5.6209 3.5504  0.118
H -3.0125 -4.4233 3.0810  0.097
H -2.3913 -6.3750 1.2845  0.079
H -3.8969 -5.5308 0.9173  0.083
H -3.8477 -7.2830 1.0340  0.083
C 5.2192 -0.2382 -5.5143  -0.082
O 6.4676 -0.3644 -4.7395  -0.180
C 6.2543 -0.9873 -3.4708  -0.234
C 7.5538 -1.1142 -2.6777  -0.181
N 7.4715 -1.9427 -1.4374  -0.063
C 6.4317 -1.5446 -0.4634  -0.199
C 6.5541 -2.4629 0.7328  -0.243
O 5.6799 -2.0490 1.7493  -0.163
C 4.8831 -3.0798 2.2055  -0.154
H 5.3570 0.3510 -6.4209  0.081
H 4.4555 0.2925 -4.9459  0.060
H 4.7073 -1.1408 -5.8481  0.080
H 5.7103 -1.9179 -3.6323  0.124
H 5.6211 -0.3367 -2.8677  0.100
H 7.7748 -0.0747 -2.4357  0.108
H 8.4060 -1.5079 -3.2318  0.117
H 8.3537 -1.9737 -0.9467  0.099
H 5.4004 -1.5197 -0.8154  0.111
H 6.7732 -0.6023 -0.0351  0.111
H 7.5885 -2.6021 1.0472  0.125
H 6.2671 -3.4406 0.3459  0.120
H 4.0252 -3.3299 1.5813  0.070
H 4.4434 -2.7282 3.1389  0.087
H 5.4397 -3.9747 2.4838  0.095
C -1.6965 -1.7605 2.3671  -0.072
O -0.3613 -1.6990 1.8612  -0.226
C 0.4870 -1.1789 2.8719  -0.171
C 1.9089 -0.9981 2.2239  -0.194
N 1.8301 -0.1153 1.0943  -0.042
C 2.9771 -0.2528 0.1743  -0.144
C 2.4787 0.3819 -1.2036  -0.164
O 1.3969 -0.4316 -1.7518  -0.202
C 0.8940 0.0745 -2.9942  -0.112
H -2.3358 -2.0008 1.5176  0.098
H -1.9854 -0.7363 2.6029  0.066
H -1.9031 -2.4206 3.2095  0.078
H 0.4665 -1.7324 3.8107  0.106
H 0.0563 -0.2212 3.1643  0.108
H 2.3644 -1.9563 1.9736  0.076
H 2.6149 -0.6493 2.9776  0.121
H 0.9679 -0.4084 0.6574  0.086
H 3.1149 -1.3090 -0.0575  0.088
H 3.9259 0.0990 0.5795  0.110
H 3.3296 0.5598 -1.8612  0.095
H 1.9584 1.3260 -1.0424  0.076
H 0.0562 -0.5782 -3.2395  0.077
H 1.5183 0.0411 -3.8871  0.079
H 0.5485 1.0986 -2.8529  0.078
C 0.0099 -0.4000 -13.0972  -0.098
O -0.8592 -0.8105 -12.0226  -0.190
C -2.0441 -0.0342 -11.9449  -0.221
C -3.1226 -0.5929 -10.9519  -0.188
N -2.8616 -0.0365 -9.6348  -0.081
C -3.7855 -0.4795 -8.6018  -0.221
C -3.3830 0.1253 -7.2500  -0.195
O -2.0490 -0.2149 -6.7869  -0.193
C -1.6850 0.4381 -5.6277  -0.137
H -0.4071 -0.4987 -14.0994  0.081
H 0.9396 -0.9683 -13.0683  0.085
H 0.2213 0.6615 -12.9685  0.081
H -2.5447 0.0959 -12.9044  0.110
H -1.7949 0.9816 -11.6382  0.115
H -3.0526 -1.6781 -10.8787  0.116
H -4.1418 -0.2936 -11.1965  0.115
H -1.9385 -0.3435 -9.3634  0.110
H -3.8342 -1.5600 -8.4672  0.111
H -4.8166 -0.2465 -8.8673  0.119
H -4.0328 -0.2110 -6.4420  0.114
H -3.5477 1.1932 -7.3930  0.118
H -2.4885 0.3405 -4.8977  0.089
H -1.3558 1.4498 -5.8651  0.094
H -0.7506 -0.0188 -5.3019  0.069
C 9.0569 4.1813 0.4433  -0.115
O 7.6641 4.1737 0.2204  -0.208
C 6.8558 3.0605 0.7189  -0.178
C 5.4153 3.3610 0.3820  -0.189
N 5.0196 2.9618 -0.9939  -0.056
C 3.8344 3.5958 -1.5126  -0.202
C 3.6420 3.4010 -3.0737  -0.178
O 4.8710 3.7341 -3.7233  -0.185
C 4.7532 3.7493 -5.1109  -0.128
H 9.4052 3.2447 0.0080  0.079
H 9.3336 4.1520 1.4972  0.081
H 9.4951 5.0193 -0.0988  0.089
H 6.9682 3.0462 1.8030  0.118
H 7.1202 2.0703 0.3479  0.110
H 5.1109 4.4001 0.5075  0.113
H 4.7137 2.8083 1.0068  0.111
H 5.7380 3.1629 -1.6747  0.099
H 3.8158 4.6700 -1.3287  0.109
H 2.9389 3.2084 -1.0265  0.086
H 2.8753 4.0454 -3.5038  0.117
H 3.2094 2.4262 -3.2986  0.091
H 4.3580 2.8007 -5.4744  0.073
H 5.7739 3.7810 -5.4921  0.092
H 4.2251 4.5815 -5.5764  0.089
C -2.7734 1.7611 -0.8641  -0.099
O -1.9240 2.8318 -0.4306  -0.177
C -0.6514 2.3963 0.0008  -0.205
C 0.1646 3.4733 0.7355  -0.195
N 0.1764 4.6965 -0.0764  -0.046
C 0.7526 5.8180 0.6781  -0.202
C -0.2586 6.7276 1.3860  -0.188
O -1.2264 5.9341 2.1034  -0.225
C -2.2147 6.6799 2.7738  -0.105
H -2.5593 1.5403 -1.9098  0.080
H -3.8145 2.0825 -0.8325  0.081
H -2.8107 0.8140 -0.3258  0.074
H -0.0497 2.0307 -0.8313  0.093
H -0.8059 1.5383 0.6550  0.107
H 1.1847 3.1717 0.9733  0.108
H -0.2597 3.7578 1.6984  0.094
H -0.8137 4.8961 -0.0764  0.086
H 1.4147 6.3277 -0.0220  0.109
H 1.4066 5.4730 1.4789  0.111
H -0.8275 7.3034 0.6560  0.120
H 0.2756 7.3432 2.1098  0.122
H -1.8606 6.9743 3.7617  0.086
H -3.0365 5.9892 2.9632  0.078
H -2.5474 7.5379 2.1896  0.087
C 1.1562 -3.8749 -0.3542  -0.179
O 0.0480 -4.0692 0.4448  -0.113
H 0.9046 -3.3423 -1.2712  0.075
H 1.9563 -3.3599 0.1776  0.052
H 1.5884 -4.8100 -0.7105  0.079
H -0.0762 -3.2728 0.9663  0.025
C 2.0303 -4.8491 3.9984  -0.134
O 1.7568 -3.7081 4.8111  -0.128
H 2.1517 -5.7436 4.6093  0.082
H 1.3066 -4.8542 3.1834  0.077
H 2.9905 -4.7199 3.4990  0.057
H 0.8627 -3.8876 5.1112  0.063

Atoms 1-2, force components in eV/Å:
0.0189 0.2058 -0.8574
0.3860 -1.3124 -0.3276